No. 1
# C63H68FIN5O9PS2Sn

A structure of composition C63H68FIN5O9PS2Sn at a distorted geometry (the ωB97M-V functional and the def2-TZVPD basis, the Open Molecules 2025 dataset).

Positions of all 151 atoms, in Å:
Sn: 0.79 -2.71 0.29
F: -5.59 4.12 1.87
C: -4.94 3.65 0.74
C: -3.67 2.94 1.08
C: -3.83 1.07 -0.57
C: -3.12 -0.10 -0.68
O: -2.83 -0.65 0.52
C: -2.75 -0.61 -1.95
C: -3.21 0.12 -3.00
N: -3.91 1.28 -2.91
C: -4.32 1.96 -4.10
C: -3.50 1.91 -5.36
C: -3.58 3.18 -4.57
C: -4.24 1.86 -1.67
C: -4.92 3.06 -1.64
C: -5.47 3.78 -0.50
N: -6.54 4.66 -0.76
C: -7.15 4.68 -2.08
C: -6.46 5.51 -3.10
N: -6.73 7.80 -1.38
C: -7.44 7.04 -0.36
C: -6.68 5.81 0.13
C: -1.67 -1.67 -2.21
O: -1.80 -2.34 -3.24
O: -0.69 -1.63 -1.42
H: -3.45 3.14 2.13
H: -3.00 -0.23 -4.00
H: -5.40 1.96 -4.23
H: -4.04 1.84 -6.29
H: -2.56 1.37 -5.35
H: -4.15 4.01 -4.95
H: -2.70 3.46 -4.00
H: -5.08 3.55 -2.58
H: -8.20 4.99 -2.00
H: -7.19 3.62 -2.39
H: -7.02 5.98 -3.90
H: -5.42 5.77 -2.98
H: -7.21 8.67 -1.57
H: -5.79 8.02 -1.07
H: -8.41 6.75 -0.77
H: -7.64 7.64 0.55
H: -7.19 5.49 1.05
H: -5.67 6.14 0.43
O: 5.20 -3.66 0.71
S: 4.11 -3.71 -0.24
O: 3.82 -2.42 -0.89
O: 2.88 -4.26 0.31
C: 4.66 -4.80 -1.52
C: 5.81 -5.55 -1.38
C: 6.17 -6.47 -2.35
C: 5.37 -6.61 -3.48
C: 4.23 -5.84 -3.64
C: 3.86 -4.91 -2.66
S: 1.11 -4.88 -2.68
O: 2.79 -4.13 -2.81
O: 1.38 -6.30 -2.51
O: 0.54 -4.28 -1.45
H: 6.41 -5.38 -0.49
H: 7.05 -7.08 -2.23
H: 5.64 -7.33 -4.25
H: 3.60 -5.96 -4.51
C: 1.38 3.08 1.36
C: 0.76 1.77 0.86
C: 1.20 1.45 -0.57
C: -0.76 1.79 0.94
C: -1.32 2.90 0.18
C: -2.54 3.44 0.23
C: -3.90 1.43 0.88
C: -2.91 0.44 1.50
C: -3.40 -0.12 2.85
C: -3.24 0.92 3.95
C: -4.85 -0.61 2.82
C: -1.42 0.81 1.61
N: -0.84 -0.27 2.27
C: -0.17 -0.15 3.36
C: 0.11 -1.23 4.23
C: 0.62 -1.08 5.54
C: 0.48 -2.31 6.15
C: -0.10 -3.17 5.19
N: -0.30 -2.53 4.03
C: -0.51 -4.60 5.49
C: -1.50 -4.59 6.67
C: -1.20 -5.24 4.29
C: 0.75 -5.39 5.88
H: 2.47 3.00 1.36
H: 1.04 3.31 2.37
H: 1.11 3.91 0.71
H: 1.14 0.96 1.49
H: 0.96 2.27 -1.26
H: 0.71 0.54 -0.92
H: 2.28 1.30 -0.61
H: -0.62 3.39 -0.48
H: -2.76 4.29 -0.41
H: -4.91 1.21 1.26
H: -2.76 -0.98 3.06
H: -4.04 1.66 3.89
H: -2.29 1.44 3.87
H: -3.29 0.44 4.93
H: -5.56 0.21 2.87
H: -5.03 -1.27 3.67
H: -5.05 -1.18 1.91
H: 0.08 0.85 3.74
H: 0.99 -0.16 5.99
H: 0.77 -2.57 7.16
H: -2.37 -3.98 6.41
H: -1.05 -4.17 7.57
H: -1.84 -5.61 6.89
H: -2.03 -4.61 3.99
H: -1.57 -6.24 4.54
H: -0.50 -5.33 3.46
H: 1.21 -4.96 6.77
H: 1.48 -5.34 5.07
H: 0.52 -6.44 6.08
C: 5.88 4.37 -0.73
C: 5.44 3.65 0.37
C: 4.99 2.35 0.22
C: 4.97 1.72 -1.04
C: 5.35 2.48 -2.14
C: 5.82 3.78 -1.99
P: 4.32 -0.04 -1.00
C: 4.41 -0.46 -2.79
C: 5.51 -0.30 -3.63
C: 5.46 -0.73 -4.96
C: 4.32 -1.32 -5.46
C: 3.20 -1.46 -4.64
C: 3.25 -1.03 -3.33
C: 5.88 -0.70 -0.26
C: 5.97 -0.61 1.13
C: 7.10 -1.03 1.80
C: 8.17 -1.56 1.10
C: 8.06 -1.73 -0.28
C: 6.92 -1.31 -0.95
H: 6.24 5.38 -0.62
H: 5.44 4.11 1.36
H: 4.63 1.80 1.08
H: 5.29 2.07 -3.13
H: 6.13 4.35 -2.86
H: 6.42 0.15 -3.26
H: 6.33 -0.60 -5.59
H: 4.29 -1.67 -6.48
H: 2.30 -1.93 -5.02
H: 2.38 -1.15 -2.70
H: 5.12 -0.25 1.70
H: 7.14 -0.96 2.88
H: 9.06 -1.89 1.61
H: 8.86 -2.20 -0.83
H: 6.84 -1.51 -2.01
I: -2.88 -4.19 1.93
C: -1.46 -4.31 0.42
H: -1.01 -5.29 0.39
H: -1.86 -3.93 -0.51

Summary:
**Total charge**: -2
**Kohn-Sham gap (spin up / spin down)**: 5.83 / 4.16 eV

No. 2
# C63H73GeN6O2Os

A structure of composition C63H73GeN6O2Os at a distorted geometry (the ωB97M-V functional and the def2-TZVPD basis, the Open Molecules 2025 dataset).

Positions of all 146 atoms, in Å:
Os: 0.28 -0.02 -0.73
C: 5.48 -1.27 2.07
C: 4.61 -2.53 1.95
C: 3.43 -2.29 1.04
C: 3.35 -2.90 -0.23
C: 4.26 -4.01 -0.66
C: 5.46 -3.47 -1.45
C: 2.38 -2.43 -1.19
N: 2.03 -1.09 -0.81
C: 2.36 -1.41 1.55
C: 2.19 -1.02 2.88
C: 1.16 -0.17 3.37
C: 0.87 0.48 4.57
C: 1.65 0.31 5.84
C: 2.88 1.23 5.87
C: -0.19 1.40 4.37
C: -0.64 1.33 3.05
C: -1.66 1.84 2.24
C: -2.11 1.51 0.94
N: -1.57 0.74 -0.13
C: -2.54 0.62 -1.05
C: -2.50 -0.22 -2.35
C: -1.63 -1.46 -2.47
N: -0.36 -1.44 -2.09
C: 0.27 -2.61 -2.52
C: 1.55 -3.07 -2.08
C: -0.71 -3.36 -3.24
C: -1.90 -2.65 -3.20
C: -3.22 -3.05 -3.80
C: -3.44 -2.47 -5.20
C: -0.50 -4.73 -3.83
C: -0.85 -5.84 -2.83
C: -3.71 1.33 -0.66
C: -3.46 1.89 0.56
C: -4.42 2.71 1.36
C: -4.19 4.22 1.17
C: -5.01 1.37 -1.42
C: -5.94 0.21 -1.02
N: 0.21 0.34 2.40
C: -0.83 2.25 5.42
C: -1.93 1.47 6.15
H: 6.35 -1.46 2.70
H: 4.92 -0.44 2.51
H: 5.83 -0.96 1.09
H: 4.27 -2.84 2.95
H: 5.23 -3.34 1.57
H: 3.69 -4.69 -1.30
H: 4.61 -4.60 0.19
H: 5.12 -2.92 -2.33
H: 6.09 -4.29 -1.79
H: 6.06 -2.80 -0.84
H: 2.91 -1.35 3.61
H: 1.96 -0.73 5.93
H: 1.01 0.53 6.70
H: 3.54 1.01 5.02
H: 3.44 1.09 6.79
H: 2.58 2.28 5.79
H: -2.32 2.54 2.75
H: -3.53 -0.56 -2.47
H: 1.78 -4.10 -2.35
H: -4.03 -2.72 -3.14
H: -3.28 -4.14 -3.85
H: -3.37 -1.38 -5.18
H: -4.42 -2.75 -5.59
H: -2.68 -2.84 -5.89
H: 0.54 -4.84 -4.15
H: -1.12 -4.83 -4.72
H: -0.20 -5.79 -1.95
H: -0.75 -6.83 -3.28
H: -1.88 -5.73 -2.48
H: -4.35 2.47 2.42
H: -5.44 2.47 1.05
H: -3.18 4.51 1.49
H: -4.91 4.80 1.74
H: -4.29 4.49 0.11
H: -4.81 1.33 -2.49
H: -5.51 2.32 -1.22
H: -5.47 -0.75 -1.21
H: -6.87 0.25 -1.59
H: -6.18 0.26 0.04
H: -1.25 3.14 4.96
H: -0.07 2.58 6.13
H: -2.72 1.17 5.46
H: -2.37 2.09 6.94
H: -1.53 0.57 6.62
N: -2.20 0.45 -3.60
C: -1.58 1.46 -3.96
N: -0.93 1.60 -5.15
C: -0.95 2.84 -5.93
C: 0.36 3.04 -6.68
C: 0.77 1.79 -7.45
C: 0.76 0.57 -6.53
C: -0.63 0.40 -5.92
H: -1.14 3.68 -5.27
H: -1.78 2.79 -6.65
H: 1.15 3.31 -5.97
H: 0.23 3.88 -7.37
H: 1.77 1.93 -7.88
H: 0.08 1.62 -8.28
H: 1.47 0.71 -5.72
H: 1.03 -0.34 -7.07
H: -0.68 -0.47 -5.27
H: -1.38 0.27 -6.72
O: -1.41 2.66 -3.19
C: -0.28 2.76 -2.51
O: 0.45 1.82 -2.25
C: 0.07 4.17 -2.15
C: 0.83 4.29 -0.83
Ge: 2.20 2.94 -0.40
C: 3.13 3.60 1.20
C: 4.24 2.91 1.70
C: 4.78 3.23 2.94
C: 4.20 4.23 3.71
C: 3.10 4.93 3.23
C: 2.58 4.62 1.98
C: 1.19 1.44 0.32
C: 1.11 1.35 1.62
C: -0.76 -0.79 2.22
C: -0.69 -1.90 1.51
C: 0.27 -2.16 0.50
C: 1.37 -1.24 0.45
C: 3.56 2.33 -1.67
C: 3.37 1.28 -2.57
C: 4.43 0.81 -3.34
C: 5.69 1.38 -3.23
C: 5.89 2.43 -2.35
C: 4.84 2.90 -1.58
H: -0.84 4.77 -2.15
H: 0.70 4.53 -2.97
H: 0.12 4.22 0.00
H: 1.30 5.28 -0.77
H: 4.69 2.12 1.11
H: 5.64 2.69 3.31
H: 4.61 4.47 4.69
H: 2.66 5.71 3.83
H: 1.72 5.17 1.62
H: 1.56 1.97 2.38
H: -1.55 -0.68 2.95
H: -1.49 -2.61 1.68
H: 0.16 -2.99 -0.18
H: 2.89 -0.56 -0.67
H: 2.40 0.83 -2.69
H: 4.27 -0.01 -4.03
H: 6.52 1.00 -3.82
H: 6.87 2.89 -2.26
H: 5.01 3.73 -0.89

Summary:
**Total charge**: +1
**Kohn-Sham gap**: 4.72 eV